(1)
{
  "formula": "C4H5NO",
  "method": "the ωB97M-V functional and the def2-TZVPD basis",
  "symbols": ["C", "C", "C", "C", "N", "O", "H", "H", "H", "H", "H"],
  "xyz": [[0.09310, -0.80991, -1.99946], [0.24829, -0.28026, -0.81895], [-0.07394, 0.13961, 0.38046], [0.71223, 0.78733, 1.48058], [-1.49951, -0.06452, 0.73711], [-2.19513, -0.56152, -0.10488], [0.21420, -1.87911, -2.15309], [-0.19073, -0.19818, -2.85199], [0.07997, 0.80473, 2.37430], [1.62966, 0.24097, 1.71612], [0.98187, 1.82085, 1.23980]],
  "atomic_forces_ev_per_a": [[0.10, 0.11, 0.20], [-0.29, -0.10, -0.07], [0.12, -0.04, -0.14], [0.04, 0.02, 0.02], [-0.31, -0.23, -0.42], [0.15, 0.26, 0.55], [0.10, 0.13, 0.00], [0.14, -0.04, 0.08], [0.13, 0.01, -0.12], [-0.14, 0.06, -0.09], [-0.04, -0.17, -0.01]],
  "e_homo_ev": -9.06,
  "e_tot_ha": -285.2612,
  "homo_lumo_gap_ev": 8.70,
  "e_above_lowest_kcal_mol": 96.3,
  "smiles": "C=C=C(C)N=O",
  "lumo_energy_ev": -0.36,
  "multiplicity": 1
}

(2)
{
  "formula": "C3H8O4P",
  "method": "the ωB97M-V functional and the def2-TZVPD basis",
  "symbols": ["C", "C", "C", "O", "O", "O", "O", "P", "H", "H", "H", "H", "H", "H", "H", "H"],
  "xyz": [[-0.24128, 0.40466, 2.09452], [-0.67738, 0.79642, -2.42736], [-0.76655, -0.68337, 2.91483], [1.78624, -1.07816, -2.29381], [1.63271, -0.66883, 0.26257], [-0.66806, -0.60982, 4.10324], [0.22413, 0.83473, -1.34192], [0.72675, -0.81210, -0.93646], [0.11679, 1.28264, 2.50867], [0.41160, -0.14943, 1.43575], [-0.96124, 0.75674, 1.33401], [-0.75429, -0.25081, -2.69663], [-0.34556, 1.50011, -3.23693], [-1.79898, 1.03612, -2.23800], [-1.22444, -1.49248, 2.30805], [2.53955, -0.86641, -1.79053]],
  "atomic_forces_ev_per_a": [[-2.08, -1.15, -2.40], [-1.04, 0.55, 0.03], [0.00, 2.12, -0.81], [-2.14, -0.08, 0.32], [0.65, 0.01, -0.78], [-0.42, -1.41, 1.92], [-0.17, -0.22, 0.27], [-0.88, -0.12, -0.96], [1.13, 1.18, 1.46], [1.16, 0.41, -0.17], [-0.22, -0.40, 0.17], [0.05, -0.20, -1.13], [-0.17, -0.93, 0.46], [1.66, 0.17, 0.47], [0.02, -0.37, 0.55], [2.44, 0.46, 0.59]],
  "e_homo_ev": -3.88,
  "e_tot_ha": -761.4900,
  "charge": -1,
  "homo_lumo_gap_ev": 7.79,
  "e_above_lowest_kcal_mol": 54.6,
  "lumo_energy_ev": 3.90,
  "multiplicity": 1
}

(3)
{
  "formula": "C33H60O27",
  "method": "the ωB97M-V functional and the def2-TZVPD basis",
  "symbols": ["C", "O", "C", "O", "O", "C", "H", "H", "H", "H", "H", "H", "C", "O", "C", "O", "O", "C", "H", "H", "H", "H", "H", "H", "C", "O", "C", "O", "O", "C", "H", "H", "H", "H", "H", "H", "C", "O", "C", "O", "O", "C", "H", "H", "H", "H", "H", "H", "C", "O", "C", "O", "O", "C", "H", "H", "H", "H", "H", "H", "C", "O", "C", "O", "O", "C", "H", "H", "H", "H", "H", "H", "C", "O", "C", "O", "O", "C", "H", "H", "H", "H", "H", "H", "C", "O", "C", "O", "O", "C", "H", "H", "H", "H", "H", "H", "C", "O", "C", "O", "O", "C", "H", "H", "H", "H", "H", "H", "C", "C", "C", "C", "C", "C", "H", "H", "H", "H", "H", "H"],
  "xyz": [[-5.71959, -1.90592, 1.13392], [-4.75174, -2.38366, 0.23525], [-3.91357, -1.42350, -0.32060], [-3.83325, -0.23286, -0.03957], [-3.15003, -2.01595, -1.17094], [-2.53926, -1.27525, -2.22382], [-6.19037, -0.97641, 0.81381], [-5.29289, -1.65621, 2.10535], [-6.51402, -2.63286, 1.30289], [-1.72603, -1.87369, -2.63444], [-2.11547, -0.33476, -1.87168], [-3.30260, -1.01845, -2.95830], [-0.89993, -6.03914, -5.55358], [-0.15500, -5.76430, -4.33041], [0.17187, -4.55442, -3.92687], [-0.08910, -3.52853, -4.53201], [0.74417, -4.71574, -2.62383], [1.19088, -3.59507, -1.94585], [-1.21104, -7.07691, -5.67336], [-0.41536, -5.69108, -6.46580], [-1.87199, -5.54612, -5.56476], [2.08438, -3.12789, -2.35999], [1.27770, -3.82696, -0.88435], [0.42424, -2.82092, -1.91351], [-4.47975, 2.83186, -0.53601], [-3.89748, 3.91832, -1.16611], [-3.98639, 5.15959, -0.73941], [-4.56964, 5.55969, 0.27798], [-3.30024, 5.92387, -1.62283], [-3.53107, 7.35985, -1.57537], [-5.55833, 2.92048, -0.40593], [-4.00246, 2.72106, 0.43766], [-4.35345, 1.93770, -1.14643], [-4.56326, 7.64575, -1.37305], [-3.27158, 7.75619, -2.55703], [-2.81022, 7.78241, -0.87543], [3.82506, 3.56299, -1.44207], [3.43437, 3.30095, -0.10365], [3.54496, 2.09871, 0.45721], [3.96078, 1.05217, -0.09502], [3.14866, 2.19118, 1.67463], [3.22102, 1.11239, 2.60086], [3.15282, 3.29585, -2.25745], [4.70420, 2.92685, -1.54481], [4.13160, 4.59337, -1.62219], [2.51151, 0.32187, 2.35638], [3.03814, 1.40742, 3.63411], [4.23872, 0.72483, 2.64749], [0.98122, 5.08731, -3.57469], [1.35691, 5.57808, -2.27006], [0.68990, 6.67190, -1.77209], [-0.21691, 7.21176, -2.41999], [1.20795, 7.11505, -0.61652], [2.23223, 6.35230, 0.03850], [1.52492, 4.26181, -4.03407], [0.91883, 5.95428, -4.23240], [-0.05494, 4.77778, -3.43806], [1.95430, 5.31638, 0.23270], [2.51108, 6.83070, 0.97737], [3.16955, 6.32507, -0.51718], [-1.35321, -3.13495, 2.71444], [-0.54387, -4.27776, 2.58380], [-0.35111, -5.03535, 1.54387], [-0.97080, -4.87721, 0.46492], [0.48319, -5.96042, 1.83837], [0.91257, -6.93314, 0.85694], [-1.90346, -2.97951, 1.78644], [-0.74646, -2.25614, 2.93272], [-2.02335, -3.28871, 3.56023], [1.83786, -7.46472, 1.07911], [1.06287, -6.56873, -0.15929], [0.11423, -7.67120, 0.77932], [2.14669, -2.59455, 3.57311], [2.93139, -3.65789, 3.02973], [3.40872, -3.55925, 1.72440], [3.39947, -2.50868, 1.06350], [3.92027, -4.78794, 1.37784], [4.06111, -5.02257, 0.03698], [1.51927, -2.87908, 4.41779], [1.45934, -2.29816, 2.78078], [2.65174, -1.66064, 3.81977], [3.10044, -5.16315, -0.45844], [4.59267, -5.97221, 0.09801], [4.66774, -4.31547, -0.52881], [-0.90626, 1.28671, 6.01742], [-0.07980, 0.17919, 5.80851], [0.34028, -0.34374, 6.88495], [0.14745, -0.00315, 8.04552], [1.10431, -1.36446, 6.46148], [1.86310, -2.14767, 7.40337], [-1.71956, 1.14667, 6.72948], [-1.40420, 1.64085, 5.11479], [-0.30846, 2.11405, 6.39984], [2.04378, -1.40585, 8.18129], [2.82919, -2.50454, 7.04641], [1.24945, -2.98582, 7.73358], [-1.01118, 3.41227, 0.71498], [-1.01348, 2.43133, 1.71369], [-0.59445, 1.16433, 1.62425], [-0.28876, 0.57422, 2.63629], [-0.46136, 0.75117, 0.34055], [-0.13928, -0.57431, 0.03355], [0.03831, 3.65319, 0.54581], [-1.60642, 4.28399, 0.98681], [-1.39600, 3.07234, -0.24652], [-0.92786, -1.30257, 0.22294], [0.78337, -0.88030, 0.52668], [-0.06069, -0.75804, -1.03798], [1.06854, -0.24334, -5.08118], [-0.14845, 0.13334, -5.55914], [-0.91672, 1.08768, -4.90673], [-0.42412, 1.65461, -3.72848], [0.85660, 1.24136, -3.26916], [1.55532, 0.32773, -3.94686], [1.63361, -1.07454, -5.47641], [-0.50148, -0.41320, -6.42115], [-1.85300, 1.36458, -5.36838], [-0.97693, 2.37143, -3.13944], [1.32545, 1.52932, -2.33983], [2.45780, -0.12250, -3.56056]],
  "atomic_forces_ev_per_a": [[-0.62, 1.02, 1.09], [1.13, 1.19, -1.07], [-0.87, 1.18, 1.71], [-0.92, -1.61, -0.02], [0.64, -1.68, -1.11], [0.24, 0.86, 0.05], [0.07, -0.03, -0.41], [0.28, -0.19, 0.07], [0.37, -0.29, -0.38], [-0.36, -0.15, -0.07], [-0.08, -0.02, 0.21], [0.12, -0.25, -0.18], [-0.74, 1.22, -0.20], [-0.09, -1.71, -0.38], [-0.56, 1.03, 0.93], [0.94, -1.06, 1.38], [-1.07, -0.95, -3.27], [-0.56, 1.86, 0.68], [0.99, -0.22, 0.72], [0.51, -0.06, 0.32], [0.10, 0.54, 0.48], [0.19, -0.32, 0.02], [0.44, -0.45, -0.21], [-0.19, 0.17, -0.39], [-0.73, -0.88, 1.28], [0.77, 0.58, -1.74], [-0.90, 1.59, 1.72], [1.19, -0.95, -2.24], [-1.00, 0.07, 0.32], [0.70, -0.13, -0.09], [-0.04, 0.47, 0.14], [-0.19, -0.41, 0.07], [0.51, 0.27, 0.03], [0.10, -0.40, 0.36], [0.08, -0.37, -0.02], [-0.36, 0.11, 0.18], [1.79, -1.38, -0.59], [-1.19, 1.27, 0.26], [1.70, -3.52, -2.98], [-1.03, 2.92, 1.16], [-1.00, 1.14, 2.35], [0.67, -1.12, 0.12], [-0.63, -0.22, 0.60], [0.20, 0.13, -0.66], [-0.28, 0.02, 0.77], [0.13, 0.06, -0.23], [-0.46, 0.86, -0.41], [-0.01, -0.23, -0.51], [-2.22, 1.31, 0.18], [0.93, 0.01, 0.93], [-0.88, 0.18, -2.83], [2.05, -0.97, 2.29], [-0.52, -0.39, -0.45], [0.81, -0.39, 0.18], [0.69, 0.23, 0.94], [0.28, -0.16, -0.23], [-0.07, -0.29, -0.38], [-0.28, 0.18, -0.07], [-0.66, 0.24, -0.05], [-0.24, 0.11, -0.45], [-0.62, 0.31, -0.77], [1.33, -0.16, 2.23], [-3.75, 1.78, -4.00], [1.80, -0.52, 2.03], [2.67, -1.84, 0.32], [-1.03, -0.50, -0.88], [-0.19, 0.06, 0.08], [0.17, -0.11, -0.11], [-0.06, -0.13, -0.16], [-0.09, 0.57, 1.03], [-0.31, 0.77, 0.18], [0.04, -0.07, 0.03], [-0.93, 0.99, -1.41], [1.09, -0.58, -1.26], [-0.42, 1.99, 0.88], [-0.12, -3.29, 1.35], [-1.43, 2.93, 2.66], [0.80, -1.36, -1.70], [0.58, -0.67, -0.07], [-0.21, 0.12, 0.02], [0.73, -0.38, 0.11], [-0.02, 0.05, -0.03], [-0.02, -0.12, -0.85], [-0.06, 0.28, 0.30], [-1.14, 2.17, 0.16], [-1.70, 1.24, -2.17], [1.65, -1.56, 3.18], [0.22, -0.48, -1.53], [0.87, -1.23, -0.53], [-0.74, 1.32, 0.87], [0.27, -0.59, 0.22], [0.58, -0.57, -0.40], [0.05, 0.03, 0.03], [0.19, -0.71, 0.69], [-0.34, 0.24, -0.73], [0.13, 0.10, 0.18], [0.71, -0.13, -1.66], [-0.79, -0.58, 1.21], [0.95, 0.26, -0.02], [-0.49, -0.31, -1.15], [-0.77, 1.21, 0.25], [0.33, -1.76, 0.01], [-0.01, 0.56, -0.08], [0.18, -0.24, 0.56], [-0.16, -0.33, 0.05], [-0.29, 0.25, 0.95], [0.01, -0.05, 0.00], [0.54, 1.09, -0.14], [0.30, -0.88, -0.38], [-0.46, -0.47, -0.72], [0.37, 0.32, 0.28], [0.93, -0.39, 0.08], [-1.63, 1.44, 1.02], [1.56, -1.64, -0.22], [-0.15, 0.01, -0.49], [-0.38, 0.26, -0.19], [-0.21, 0.16, 0.34], [-0.20, 0.09, -0.12], [-0.51, 0.63, 0.30], [0.31, 0.43, 0.29]],
  "e_homo_ev": -9.45,
  "e_tot_ha": -3324.8041,
  "homo_lumo_gap_ev": 10.01,
  "e_above_lowest_kcal_mol": 123.4,
  "smiles": "COC(=O)OC.COC(=O)OC.COC(=O)OC.COC(=O)OC.COC(=O)OC.COC(=O)OC.COC(=O)OC.COC(=O)OC.COC(=O)OC.c1ccccc1",
  "lumo_energy_ev": 0.57,
  "multiplicity": 1
}